[1]
Below is an isolated ion of composition C4H7INO and charge +1, with properties calculated with ωB97M-V/def2-TZVPD.

XYZ file:
```
14
Properties=species:S:1:pos:R:3
C 0.6130 1.7263 -0.4052
C 0.7503 0.5119 0.0813
O 1.6938 -0.4247 -0.2686
C -0.2260 -0.0029 1.0257
C -1.2110 -0.6626 0.0984
N -0.7789 -1.7734 -0.4277
I -3.2314 0.0908 -0.0508
H -0.1917 2.4298 -0.2139
H 1.4714 2.0773 -1.0418
H 2.5342 -0.1602 -0.6954
H 0.2382 -0.7160 1.7987
H -0.7743 0.8245 1.6973
H -1.2313 -2.1340 -1.2935
H 0.3436 -1.7868 -0.3046
```

Kohn-Sham gap ... 0.31879 Ha
Charge ... +1
SMILES string ... C=C(O)CC(=[NH2+])I
Energy relative to the best compared isomer or geometry (same formula, charge and spin) ... 94.4 kJ/mol

The computed Löwdin charges, all in e, follow: C 0.111; C -0.472; O 0.030; C -0.186; C -0.676; N 0.154; I 0.988; H 0.089; H 0.109; H 0.156; H 0.175; H 0.169; H 0.158; H 0.195

[2]
Below is a 2-piece molecular cluster, C4H7INO overall, with properties calculated with ωB97M-V/def2-TZVPD.

XYZ file:
```
14
Properties=species:S:1:pos:R:3
C -0.8377 -2.6875 0.2981
C -1.1066 -0.1033 0.0620
C 0.1006 1.9493 -0.1245
C 1.2463 -0.2538 0.0127
N -0.0056 0.5100 -0.0074
O -1.0750 -3.1911 -0.6781
I -2.9377 0.7565 -0.2390
H -0.3462 -2.5131 1.2526
H -0.7035 2.3241 -0.7409
H 1.0048 2.1506 -0.7178
H -0.0177 2.4441 0.7890
H 1.0348 -1.2711 0.2520
H 1.9347 0.1243 0.7994
H 1.7088 -0.2390 -0.9581
```

Kohn-Sham gap (alpha / beta) ... 0.28145 / 0.28143 Ha
Charge ... +1
Energy relative to the best compared isomer or geometry (same formula, charge and spin) ... 314.2 kJ/mol

The computed Löwdin charges, all in e, follow: C 0.117; C -0.636; C -0.061; C -0.011; N -0.315; O 0.266; I 0.980; H 0.143; H 0.035; H 0.117; H 0.092; H 0.037; H 0.127; H 0.109

[3]
Below is C4H7LiNiO2 as an isolated structure, with properties calculated with ωB97M-V/def2-TZVPD.

XYZ file:
```
15
Properties=species:S:1:pos:R:3
O 1.0905 -0.0011 1.1144
C 1.1889 -1.3540 0.8378
C 1.5595 -1.6102 -0.4554
Li 3.0261 -0.2187 1.1771
Ni -0.2951 0.8070 1.8244
H 0.5741 -2.0612 1.4058
H 2.2293 -0.9380 -1.0035
H 1.5141 -2.6390 -0.8112
C -1.0806 1.2968 -0.6401
C -1.7365 0.3208 0.1125
O -1.9644 2.0549 -1.2869
H -0.1507 1.8002 -0.9411
H -2.6157 0.5199 0.7327
H -1.7986 -0.7111 -0.2390
H -1.5407 2.7338 -1.8273
```

Kohn-Sham gap (alpha / beta) ... 0.30314 / 0.26329 Ha
Charge ... +2
Expectation value of S² ... 2.01
2S+1 ... 3

The computed Löwdin charges, all in e, follow: O -0.430; C -0.327; C 0.067; Li 0.847; Ni 0.980; H 0.130; H 0.081; H 0.091; C -0.118; C -0.006; O 0.161; H 0.162; H 0.093; H 0.114; H 0.154

[4]
Below is one molecule with the formula C4H7N, with properties calculated with ωB97M-V/def2-TZVPD.

XYZ file:
```
12
Properties=species:S:1:pos:R:3
C 0.5020 -2.0187 -0.1005
C -0.5763 -0.7153 0.0004
N -1.6696 -0.1735 -0.2354
C -0.6048 0.6247 0.5208
C 0.0107 1.8023 -0.1452
H 0.2519 -2.8290 0.6303
H 1.5798 -1.6881 -0.0817
H 0.3533 -2.4814 -1.0712
H -0.6408 0.7030 1.5808
H -0.3793 2.8232 0.0348
H 0.1033 1.9039 -1.3010
H 1.0698 2.0488 0.1680
```

Kohn-Sham gap ... 0.37667 Ha
Charge ... 0
SMILES string ... CC1=N[C@@H]1C
Energy relative to the best compared isomer or geometry (same formula, charge and spin) ... 267.6 kJ/mol

The computed Löwdin charges, all in e, follow: C 0.009; C -0.258; N 0.178; C -0.332; C -0.117; H 0.068; H 0.074; H 0.039; H 0.103; H 0.060; H 0.101; H 0.074

[5]
Below is one molecule with the formula C4H7N, with properties calculated with ωB97M-V/def2-TZVPD.

XYZ file:
```
12
Properties=species:S:1:pos:R:3
C -1.5002 1.3541 -0.0847
N -1.1587 0.2273 0.3624
C 0.0445 -0.4467 -0.0316
C 0.1051 -1.0100 -1.2283
C 1.1277 -0.4042 0.9761
H -2.4646 1.6861 0.3037
H -0.8548 2.0642 -0.6152
H -0.6192 -0.8778 -2.0157
H 0.9818 -1.6027 -1.4639
H 0.9244 -0.9717 1.8862
H 1.2876 0.6302 1.3062
H 2.1264 -0.6489 0.6047
```

Kohn-Sham gap ... 0.36607 Ha
Charge ... 0
SMILES string ... C=NC(=C)C
Energy relative to the best compared isomer or geometry (same formula, charge and spin) ... 133.0 kJ/mol

The computed Löwdin charges, all in e, follow: C -0.042; N 0.013; C -0.447; C 0.036; C -0.064; H 0.067; H 0.085; H 0.056; H 0.056; H 0.081; H 0.080; H 0.079

[6]
Below is a 2-piece molecular cluster, C4H7N overall, with properties calculated with ωB97M-V/def2-TZVPD.

XYZ file:
```
12
Properties=species:S:1:pos:R:3
C 3.0608 0.3180 -0.2949
C -1.0113 -1.4347 -0.2957
C -0.8646 -0.1298 -0.4438
C -1.2045 0.9879 0.5918
N 3.8688 0.3473 -1.0858
H 2.4896 0.3382 0.6783
H -0.4928 -2.2552 -0.7699
H -1.5120 -1.8407 0.5822
H -0.5312 0.2219 -1.3930
H -0.3220 1.5706 0.5502
H -1.2877 0.4359 1.5322
H -2.1931 1.4407 0.3483
```

Kohn-Sham gap (alpha / beta) ... 0.23413 / 0.35698 Ha
Charge ... 0
Expectation value of S² ... 2.01
2S+1 ... 3
Energy relative to the best compared isomer or geometry (same formula, charge and spin) ... 207.3 kJ/mol

The computed Löwdin charges, all in e, follow: C -0.121; C -0.049; C -0.254; C -0.079; N 0.043; H 0.082; H 0.051; H 0.058; H 0.083; H 0.038; H 0.062; H 0.086

[7]
Below is an isolated ion of composition C4H7N2 and charge +1, with properties calculated with ωB97M-V/def2-TZVPD.

XYZ file:
```
13
Properties=species:S:1:pos:R:3
N -2.3843 -0.3385 0.0227
C -1.3073 0.5923 0.0092
N -0.0451 0.3101 0.0740
C 0.8607 -0.7069 -0.3837
C 2.0375 -0.2532 0.4562
C 1.1947 0.7355 -0.2879
H -2.0215 -1.3236 -0.0499
H -3.2563 -0.1458 0.4052
H -1.5443 1.5999 0.1944
H 0.5408 -1.3671 -1.1893
H 2.9972 -0.3884 0.0363
H 1.9983 -0.1878 1.5322
H 1.2009 1.5293 -0.9788
```

Kohn-Sham gap ... 0.37397 Ha
Charge ... +1
SMILES string ... N/C=[N+]1\[C@@H]2C[C@@H]21
Energy relative to the best compared isomer or geometry (same formula, charge and spin) ... 407.6 kJ/mol

The computed Löwdin charges, all in e, follow: N 0.163; C -0.032; N 0.004; C -0.017; C 0.049; C -0.099; H 0.140; H 0.085; H 0.144; H 0.168; H 0.115; H 0.121; H 0.160

[8]
Below is an isolated ion of composition C4H7N2 and charge +1, with properties calculated with ωB97M-V/def2-TZVPD.

XYZ file:
```
13
Properties=species:S:1:pos:R:3
C -2.0125 1.2214 0.0248
N -1.5931 0.1420 -0.1597
C -0.9448 -1.0298 -0.3093
C 0.4523 -0.9099 0.0817
N 0.9580 0.2719 -0.6351
C 1.7040 1.0905 -0.0155
H -2.0934 2.1319 0.4594
H -1.1066 -1.2235 -1.3494
H -1.3569 -1.9668 0.1552
H 0.7010 -0.6815 1.1864
H 1.0673 -1.7585 -0.1441
H 2.0521 0.7383 1.0291
H 2.1726 1.9739 -0.3235
```

Kohn-Sham gap ... 0.31526 Ha
Charge ... +1
SMILES string ... C#[N+]CCN=C
Energy relative to the best compared isomer or geometry (same formula, charge and spin) ... 447.8 kJ/mol

The computed Löwdin charges, all in e, follow: C 0.399; N 0.150; C -0.189; C -0.206; N -0.045; C -0.007; H 0.112; H 0.156; H 0.185; H 0.145; H 0.133; H 0.105; H 0.062

[9]
Below is an isolated ion of composition C4H7N2 and charge +1, with properties calculated with ωB97M-V/def2-TZVPD.

XYZ file:
```
13
Properties=species:S:1:pos:R:3
C 1.1610 0.5632 -0.6090
C 0.5771 0.8474 0.7149
C -1.1924 -0.3433 -0.2348
C -0.1726 0.0396 -1.2600
N -0.5116 -1.2179 -1.0508
N -0.3788 -0.1919 1.1102
H 1.7060 1.4707 -1.0826
H 1.8457 -0.2863 -0.7087
H 0.0328 1.8745 0.8078
H -2.2005 0.0739 0.0088
H 0.0510 -2.1252 -0.9380
H 0.1874 -0.9164 1.5277
H -1.1050 0.2118 1.7145
```

Kohn-Sham gap (alpha / beta) ... 0.28956 / 0.33494 Ha
Charge ... +1
Energy relative to the best compared isomer or geometry (same formula, charge and spin) ... 682.2 kJ/mol

The computed Löwdin charges, all in e, follow: C -0.119; C -0.050; C -0.138; C -0.080; N 0.122; N 0.079; H 0.160; H 0.116; H 0.163; H 0.180; H 0.216; H 0.176; H 0.174

[10]
Below is a 2-piece molecular cluster, C4H7N2 overall, with properties calculated with ωB97M-V/def2-TZVPD.

XYZ file:
```
13
Properties=species:S:1:pos:R:3
C -0.4514 1.7697 1.0457
C -0.5961 0.9401 0.0953
C -0.4709 2.4360 2.1527
C 0.8566 -1.2154 -1.3642
N -0.6541 0.1083 -0.7979
N 0.5148 -2.3134 -0.7531
H -1.4518 2.6892 2.5981
H 0.5437 2.8224 2.4850
H 0.9394 -1.0938 -2.4339
H 1.4811 -0.4853 -0.8499
H -1.5868 -0.1656 -1.1502
H 0.6882 -2.3725 0.1694
H 0.1872 -3.1199 -1.1968
```

Kohn-Sham gap ... 0.33246 Ha
Charge ... +1
Energy relative to the best compared isomer or geometry (same formula, charge and spin) ... 423.2 kJ/mol

The computed Löwdin charges, all in e, follow: C -0.060; C -0.131; C 0.090; C 0.025; N 0.108; N 0.160; H 0.104; H 0.116; H 0.124; H 0.114; H 0.139; H 0.088; H 0.123

[11]
Below is an isolated ion of composition C4H7N2 and charge +1, with properties calculated with ωB97M-V/def2-TZVPD.

XYZ file:
```
13
Properties=species:S:1:pos:R:3
C 0.4475 0.8590 -1.0750
N -0.2994 -0.3771 -0.4893
C -0.4202 -0.2788 1.0712
C 0.6153 0.8025 1.3541
N 0.1951 2.2492 1.0343
C 0.7459 1.5772 0.1378
H -0.1767 1.3627 -1.8535
H 1.4541 0.5946 -1.5350
H -1.3012 -0.6651 -0.7006
H 0.2311 -1.2513 -0.7644
H -0.1698 -1.3101 1.4631
H -1.4609 -0.0451 1.4402
H 1.2062 0.5823 2.2026
```

Kohn-Sham gap ... 0.36713 Ha
Charge ... +1
SMILES string ... C1[NH2+]C[C@@H]2N=C12
Energy relative to the best compared isomer or geometry (same formula, charge and spin) ... 460.9 kJ/mol

The computed Löwdin charges, all in e, follow: C -0.024; N 0.075; C -0.050; C -0.189; N 0.284; C -0.246; H 0.155; H 0.166; H 0.204; H 0.196; H 0.150; H 0.154; H 0.124

[12]
Below is a 2-piece molecular cluster, C4H7N2 overall, with properties calculated with ωB97M-V/def2-TZVPD.

XYZ file:
```
13
Properties=species:S:1:pos:R:3
C -3.3161 0.7875 -0.1076
C 2.2799 -0.0609 -0.2187
C 0.8898 0.1114 -0.4971
C -2.4315 0.0337 0.0937
N 1.3738 0.9106 0.3968
N -1.5403 -0.9368 0.2022
H 2.6867 -0.9048 0.2675
H -3.9878 1.3932 -0.4941
H 2.9673 0.3381 -0.9381
H -0.1068 -0.3129 -0.6011
H 1.0562 1.6792 0.9465
H -1.5531 -1.6112 -0.5983
H -1.5099 -1.2766 1.1162
```

Kohn-Sham gap (alpha / beta) ... 0.20899 / 0.17160 Ha
Charge ... +1
Expectation value of S² ... 2.02
2S+1 ... 3
Energy relative to the best compared isomer or geometry (same formula, charge and spin) ... 515.7 kJ/mol

The computed Löwdin charges, all in e, follow: C 0.349; C -0.088; C -0.190; C -0.068; N 0.022; N 0.223; H 0.091; H 0.050; H 0.099; H 0.036; H 0.130; H 0.203; H 0.144

no.,energy (hartree)
1,-583.9839
2,-583.9001
3,-1822.1434
4,-211.2587
5,-211.3100
6,-211.1254
7,-265.7532
8,-265.7379
9,-265.6486
10,-265.7473
11,-265.7329
12,-265.5281